(1)
Molecular formula: C10H53NO21
Method: DFT, wB97M-V/def2-TZVPD

Summary:
- Calculated total energy: -2047.49616 hartree
- ΔE to the lowest compared entry with this formula, charge and spin: 68.74 kcal/mol
- Total charge: 0
- HOMO energy: -0.33237 Ha
- HOMO-LUMO gap: 8.636 eV

Geometry as XYZ:
```
85
Properties=species:S:1:pos:R:3:forces:R:3
O 3.9805 -2.4357 -1.9682 -0.3664 0.8296 1.4666
O 3.2322 -1.0917 5.3415 1.6026 0.0362 -1.4257
O 5.6152 -0.6439 -0.2427 -0.2303 -0.3935 2.1128
O -4.6621 1.9357 -1.4809 -0.9093 -1.3653 0.6546
O -1.8872 3.7604 -4.0476 0.0177 0.4661 -1.9838
O -0.5247 3.8929 3.5627 -1.0356 0.9573 -0.3059
O -2.4486 3.8727 1.5783 -0.0090 -0.8196 -1.9384
O -2.8395 -1.2480 5.0378 0.5875 1.6912 0.9701
O -0.1512 2.1396 -5.3488 0.0776 -2.0505 -1.2838
O -0.0496 -4.5960 -2.8578 -0.5977 1.7381 -0.6769
O -2.6776 -0.5499 -4.0390 -1.8628 0.5831 0.1271
O -4.0655 1.3826 1.1495 -1.5996 0.3456 0.5794
O -4.8731 -0.9784 0.3585 -1.8541 -1.4688 -0.9376
O 2.2225 -4.2183 1.6001 1.6811 -0.0080 -0.3332
O -0.3437 -4.7322 0.1877 2.0221 0.1203 -0.2174
O 3.6322 -2.0258 2.0708 2.0465 1.2329 1.4732
O 1.2782 -2.2422 -0.9901 -0.2621 0.1252 -1.1854
O -2.9493 -5.2705 -0.1924 0.5538 -1.5641 -0.1194
O 4.0174 1.5213 -0.0713 -1.8718 0.8270 0.0717
O 3.8586 3.6506 -1.8768 0.0726 1.7759 -1.5170
O 0.0415 5.0657 -1.4039 2.0519 0.2748 0.3066
N 1.8780 -0.4579 0.3137 -0.7629 0.1364 0.0470
C -1.1637 -1.4373 0.8529 1.7277 -2.1797 -0.8745
C -0.1875 1.4078 -1.6573 2.9555 0.4818 -0.1207
C 0.2896 -0.0650 2.2501 0.8999 -0.1714 0.8628
C 0.6887 0.2885 0.8388 -1.0321 1.2909 0.9659
C -0.3996 -1.4022 2.1988 -0.6918 -1.3348 -0.2711
C -0.3165 -0.5504 -0.0811 1.9778 0.9932 -0.0976
C 1.0063 -1.1699 -0.5013 0.5223 -2.6868 0.9175
C -0.9816 0.2053 -1.1968 -1.1747 0.5908 0.1348
C 0.7518 1.8434 0.5743 -0.4941 -0.8308 -0.0909
C 0.7540 2.0953 -0.8994 -2.0578 -1.5379 -2.0150
H 6.0036 -0.9363 0.6446 -0.9788 0.7854 -1.9415
H 0.6007 4.5065 -0.7727 -0.9470 1.3798 -1.5820
H 4.0619 4.6244 -1.6918 -0.4063 -2.1044 -0.6628
H -2.1074 -0.9608 0.9386 -1.0683 0.3060 0.1838
H -3.0383 0.3230 -4.4018 0.4322 -1.8925 1.1178
H 3.7507 3.5356 -2.8762 0.3197 0.4441 2.1540
H 4.3291 -2.5559 2.5778 -1.3801 1.3117 -1.0207
H 4.6284 -2.0687 -1.2832 -1.4448 -0.3781 -1.2548
H -4.3449 0.4277 0.9658 0.3158 1.3446 0.2261
H 2.9596 -4.8041 1.2296 -1.5726 1.5312 0.6650
H 1.4789 2.7713 -1.4012 -0.7630 -0.4470 0.4962
H 0.6642 5.6660 -1.9289 -1.1826 -1.4483 1.3407
H 1.1588 -0.1405 2.9530 -0.6548 0.5455 -0.4056
H -1.0891 -1.6504 2.9952 -0.3204 0.6550 0.4488
H -3.0765 -0.2967 4.7877 0.7538 -1.9729 0.8329
H -3.0159 -6.2780 -0.2567 0.4824 2.3372 0.2033
H 2.5886 -3.2812 1.7074 -0.6128 -2.0166 -0.4503
H 3.9684 2.3302 -0.6771 -0.0234 -1.5121 0.9512
H -2.1276 4.1546 0.6611 -0.9930 -0.8082 1.6555
H -4.1423 1.6326 -0.6674 -1.3418 0.4858 -1.3292
H 0.5208 1.3912 -5.2390 -1.6499 1.4221 -0.3531
H 3.0740 1.2666 0.1913 1.8736 0.5678 -0.9935
H -0.9504 -4.3930 -3.2716 2.0771 -0.1494 0.9777
H -4.8994 1.9247 1.3358 1.6542 -1.3236 -0.4504
H 3.8205 -1.0418 2.2120 -0.0671 -2.1299 -0.0804
H 3.0414 -2.2106 -1.6660 1.9424 -0.5108 -0.2487
H 3.3804 -0.3904 4.6273 -0.0758 -1.6601 1.5875
H -1.2361 3.1470 -4.5206 -1.0850 1.4629 0.9054
H -2.8981 2.9704 1.4913 0.9991 1.5967 -0.2015
H -1.9261 0.6033 -0.7936 -0.1441 -0.1836 -0.1217
H -1.9779 -5.0275 -0.0472 -1.2861 -0.7811 -0.0752
H 0.1464 -4.7898 -0.6956 -0.8719 0.2937 1.6900
H 3.9834 -1.7668 5.2810 -1.5536 1.6744 -0.0553
H -1.2812 -2.5437 0.4694 0.1193 2.2441 0.5664
H 2.4680 -1.1016 0.8942 -0.9043 1.0140 -0.7672
H -3.4218 -1.0128 -3.5334 1.4329 1.3679 -1.2430
H 4.8060 -0.0655 -0.0573 1.5965 -0.4423 -0.3819
H -0.8635 1.8307 -5.9977 1.7737 0.2652 1.2742
H -0.4019 0.7099 2.5457 -0.1273 0.2662 0.5690
H -2.2106 4.4502 -4.7134 0.8903 -1.6508 1.3554
H -1.2692 -0.4961 -2.0207 0.3843 0.8359 0.4651
H -5.8281 -1.0802 0.6768 2.0098 -0.1298 -0.8871
H -0.7536 3.9749 2.5805 -0.2955 -0.0061 2.2956
H -1.2289 4.3895 4.0930 1.4033 -1.0491 -1.6581
H 0.4912 -3.7410 -2.8449 -1.3592 -1.5539 -0.0589
H -0.1573 1.5492 -2.7454 -0.2329 0.2536 0.4741
H -5.5367 1.4275 -1.5035 2.0891 0.9982 0.3376
H 1.6313 2.2435 1.0423 0.4738 0.2928 0.4675
H 0.2926 -2.2404 2.3354 0.3412 0.1178 -0.6928
H -2.2490 -1.2203 5.8589 -1.3205 0.3057 -1.8343
H -0.1240 2.3942 1.0087 0.5901 -0.8174 -0.0203
H 0.3369 -4.5531 0.9146 -0.9158 -0.3331 -1.6405
H -4.7557 -1.5442 -0.4721 -0.3605 1.1106 1.8744
```
Forces are in eV/Å.



(2)
Molecular formula: C36H38GeIMoN3O2
Method: DFT, wB97M-V/def2-TZVPD

Summary:
- Calculated total energy: -4151.61560 hartree
- ΔE to the lowest compared entry with this formula, charge and spin: 0.00 kcal/mol
- Total charge: +2
- HOMO energy: -0.50014 Ha
- HOMO-LUMO gap: 6.085 eV

Geometry as XYZ:
```
82
Properties=species:S:1:pos:R:3:forces:R:3
I 0.6052 0.9783 -4.8566 -0.0409 -0.0237 0.3178
Mo 0.5298 0.4695 -2.1502 0.6216 0.0763 -1.3755
Ge 0.8091 -1.5548 1.6590 0.0669 0.0174 0.1651
O 1.6327 -0.9728 -2.2802 -0.2996 0.2154 0.3501
O 3.2199 -2.3539 -1.4217 -0.2096 0.6365 -0.0286
N 1.5297 4.1423 -0.2770 -0.3188 -0.2593 -0.0355
N -0.5728 3.2040 0.0098 0.0231 0.0401 0.1122
N 0.8079 2.4287 -1.6971 0.4293 0.2951 -0.2741
C -2.9100 -1.6011 3.5960 -0.0667 0.0476 0.0112
C -1.4227 0.0268 -2.5790 0.0727 -0.1072 0.1263
C 1.2011 5.4483 0.2918 -0.0719 0.1559 -0.0536
C -2.0441 0.6094 -6.2582 -0.0449 -0.0404 0.1217
C 0.7533 -3.2085 0.6610 0.0214 -0.0064 0.0355
C 0.0108 -3.3122 -0.5152 -0.1945 0.3643 -0.1012
C -0.7155 3.6367 1.3969 -0.0501 -0.1349 0.2003
C -1.6466 -1.9189 3.1258 0.0201 -0.0626 -0.0381
C 1.4305 -4.3338 1.1273 -0.0479 0.0214 -0.0059
C 2.9099 -0.8611 5.2313 -0.0164 0.0178 0.0149
C -1.4307 0.5243 -5.0425 -0.0939 -0.0272 -0.0164
C 0.5863 3.2604 -0.6430 0.3081 0.1370 0.0195
C -3.4119 0.2770 -6.3450 0.0911 0.0098 0.0765
C -2.0717 0.1253 -3.8559 -0.0896 -0.0097 -0.0679
C 2.6935 -0.2599 -0.2630 0.1813 -0.0233 0.0056
C 2.1881 -1.5042 3.0181 -0.0242 0.0027 -0.0467
C 4.1725 -1.3686 4.9730 0.0259 -0.0125 -0.0155
C -1.5319 0.1936 2.0103 0.1739 0.1203 -0.0635
C -2.1663 -0.4343 -1.5069 -0.1351 -0.0461 -0.0135
C 1.3731 -5.5296 0.4279 0.0216 -0.0207 0.0013
C -3.4920 -0.3857 3.2630 0.0367 -0.0386 -0.0010
C 2.6351 -1.3377 -1.3170 0.2691 -0.5498 -0.0146
C -3.5301 -0.7717 -1.6199 0.1826 0.0194 0.0658
C -3.4449 -0.2138 -3.9752 0.1192 0.0453 -0.0471
C -2.8005 0.5154 2.4686 -0.0203 -0.0642 0.0428
C 2.9244 3.9895 -0.6618 0.1100 -0.0872 -0.0391
C -0.0398 -4.5029 -1.2188 -0.0172 0.0096 -0.0303
C 1.3264 -0.0695 0.3903 -0.2284 0.2455 -0.1040
C -4.1490 -0.6547 -2.8291 0.0685 0.0076 0.0107
C -1.8095 2.7719 -0.6235 -0.1806 0.0071 -0.2025
C 0.6447 -5.6129 -0.7467 0.0002 0.0216 0.0064
C -4.0893 -0.1258 -5.2305 0.0728 0.0323 -0.0336
C -0.9382 -1.0256 2.3232 0.0358 -0.0893 -0.0223
C 3.4651 -2.0152 2.7727 -0.0424 -0.0231 -0.0352
C 4.4519 -1.9453 3.7426 -0.0019 0.0107 0.0210
C 1.9240 -0.9257 4.2583 -0.0500 0.0136 -0.0244
H 3.1386 4.5087 -1.5994 0.0297 -0.0205 0.0015
H 3.0476 0.6576 -0.7611 0.0081 -0.1582 0.0452
H 1.4856 2.8476 -2.3397 -0.3096 -0.0906 0.2068
H 0.9388 -0.5344 4.4764 -0.0828 0.0258 0.0163
H 1.7873 6.1962 -0.2414 -0.0385 0.0233 0.0260
H -5.1339 -0.3910 -5.2945 -0.0957 -0.0203 -0.0127
H -0.6155 -4.5702 -2.1304 -0.0433 -0.0030 -0.0638
H -4.4771 -0.1404 3.6272 -0.1054 0.0243 0.0421
H -0.5501 -2.4508 -0.8989 0.1933 -0.3255 0.1378
H 5.4328 -2.3524 3.5460 0.0632 -0.0268 -0.0213
H -3.2525 1.4650 2.2203 -0.0569 0.1120 -0.0316
H 0.4399 -0.0509 -0.3254 -0.1812 -0.3719 0.6948
H 1.4451 5.5002 1.3526 0.0063 0.0387 -0.0223
H 0.2591 3.6826 1.8772 -0.0904 -0.0265 0.0203
H 0.1469 5.6652 0.1407 0.0950 0.0679 0.0111
H -1.5068 0.9151 -7.1433 0.0413 0.0219 -0.0627
H -3.9093 0.3374 -7.2989 -0.0486 0.0088 -0.1128
H -1.6903 2.7444 -1.7089 -0.0740 0.0000 0.2133
H 3.6924 -2.4960 1.8291 0.0176 -0.0464 -0.0889
H -1.7052 -0.5517 -0.5307 -0.0349 0.0049 0.0209
H -1.3242 2.8932 1.9173 0.0702 0.1716 -0.0236
H 3.4323 -0.5275 0.4955 -0.0346 0.0136 -0.0724
H 3.5416 4.4275 0.1209 0.0211 -0.0238 -0.0306
H -1.2156 -2.8786 3.3857 0.0209 -0.0269 -0.0006
H -4.0667 -1.1308 -0.7549 -0.0342 -0.0231 0.0758
H 3.1803 2.9366 -0.7497 0.0398 0.0087 -0.0238
H 2.6906 -0.4230 6.1942 -0.0210 0.0285 0.0506
H 0.6041 -6.5435 -1.2908 -0.0057 -0.0917 -0.0595
H -3.4439 -2.3018 4.2210 -0.0324 -0.0391 0.0353
H 1.9981 -4.2892 2.0457 0.0599 0.0234 0.0850
H -2.5864 3.4947 -0.3682 -0.0053 -0.0361 -0.0478
H -1.2098 4.6046 1.4657 -0.0217 0.0044 0.0492
H -5.1905 -0.9157 -2.9362 -0.1471 -0.0299 -0.0123
H -2.1170 1.7877 -0.2613 -0.0164 0.1386 -0.0412
H 1.8966 -6.3973 0.8019 0.0339 -0.0424 0.0220
H -0.9901 0.9251 1.4127 -0.0149 -0.1629 0.0305
H 1.2821 0.8785 0.9375 0.0274 -0.0978 -0.1291
H 4.9378 -1.3238 5.7331 0.0600 0.0028 0.0577
```
Forces are in eV/Å.



(3)
Molecular formula: C2H7N3O
Method: DFT, wB97M-V/def2-TZVPD

Summary:
- Calculated total energy: -319.92263 hartree
- Structure (SMILES): [H]/N=C/N.NC=O
- ΔE to the lowest compared entry with this formula, charge and spin: 17.04 kcal/mol
- Total charge: 0
- HOMO energy: -0.33664 Ha
- HOMO-LUMO gap: 10.150 eV

Geometry as XYZ:
```
13
Properties=species:S:1:pos:R:3:forces:R:3
O 0.8303 -1.7329 0.3098 -0.1804 -0.7190 -0.1443
N -0.9156 1.9148 -0.6479 -0.3721 0.4615 0.3081
N -0.4225 0.0428 -1.8611 0.8602 -0.2008 -0.2044
N 0.3019 -0.7617 2.2646 -0.3998 -0.0196 -0.0005
C -0.6030 1.4039 -1.7636 0.3552 -0.6134 0.1881
C 0.7992 -1.7798 1.5206 0.3678 1.5524 0.3233
H 1.2685 -2.5372 2.1515 0.0642 -0.5271 -0.1749
H -0.4206 1.9362 -2.6969 -0.3355 0.1973 -0.0800
H -0.0651 -0.3903 -1.0120 -0.4503 -0.0526 0.1675
H -1.1210 2.9096 -0.7113 0.2467 -0.1326 -0.1165
H 0.1719 -0.2665 -2.6203 -0.2683 0.2210 -0.1540
H -0.2334 -0.0388 1.8057 0.1684 0.1075 -0.1103
H 0.4093 -0.7002 3.2609 -0.0561 -0.2744 -0.0021
```
Forces are in eV/Å.



Question: Among the records above, which one has the lowest HOMO energy?
Answer: C36H38GeIMoN3O2



Question: Which value of HOMO energy does entry 3 give?
Answer: -0.33664 Ha